Entry 1:
DFT (wB97M-V/def2-TZVPD) results for CNO4S2Sm as an isolated structure in a non-equilibrium geometry.

```
! wB97M-V def2-TZVPD RIJCOSX def2/J DEFGRID3
* xyz 2 6
Sm -1.63135 0.42227 0.16825
N 0.30488 -2.00345 -1.87387
S -0.14622 -0.75384 -2.71391
O -1.01821 0.25047 -1.90393
S 0.11440 -2.51176 -0.39787
O -0.65560 -1.49796 0.50466
O 0.03843 1.82547 1.47109
C 1.02032 2.00405 2.08200
O 1.97334 2.26474 2.66358
*
```

## Properties
- E_HOMO (spin up / spin down) (eV) = -17.0856 / -17.1544

These are the Mulliken partial charges, in e, on atoms 1 to 8:
1 Sm 2.136
2 N -0.116
3 S 0.555
4 O -0.583
5 S 0.553
6 O -0.593
7 O -0.491
8 C 0.696

=====

Entry 2:
DFT (wB97M-V/def2-TZVPD) results for C13H26AlNO5P as an isolated structure.

```
! wB97M-V def2-TZVPD RIJCOSX def2/J DEFGRID3
* xyz -1 1
C 3.23923 -0.11911 -0.07165
C 2.09044 -0.05954 0.28555
C 0.70639 0.00018 0.71373
Al -0.72266 0.02477 -0.70444
C -0.15801 -0.19246 -2.64684
O 1.19640 -0.63630 -2.87186
C 1.34608 -2.02261 -2.93171
C 1.51406 -2.55331 -4.35873
C 2.41005 -1.67521 -5.22942
C -1.88814 1.68578 -0.39318
O -1.15658 2.79132 0.25871
C -0.62554 3.63782 -0.64976
C -1.56540 4.63591 -1.29777
O 0.54747 3.63678 -0.91996
P -2.22336 -1.78087 -0.19583
O -2.67774 -1.80494 1.25368
H 4.27523 -0.02514 -0.28916
H 0.60551 0.88363 1.35127
H 0.47622 -0.85655 1.35868
H -0.84660 -0.90319 -3.13548
H -0.29540 0.75939 -3.17299
H 2.24987 -2.28020 -2.36418
H 0.51189 -2.55523 -2.45675
H 0.55504 -2.68694 -4.87010
H 1.95206 -3.55584 -4.28910
H 2.44317 -2.07367 -6.24792
H 2.00037 -0.66789 -5.27952
H 3.43645 -1.64194 -4.86230
H -2.67522 1.41325 0.31637
H -2.39733 2.05178 -1.29366
H -1.00001 5.55321 -1.45199
H -1.89281 4.26867 -2.26870
H -2.42737 4.85491 -0.66880
H -3.35430 -1.68788 -1.06910
H -1.64730 -3.03061 -0.58287
C 0.71014 0.28537 6.04793
C 0.67207 -0.71301 4.90979
O 1.67262 -1.31222 4.55286
N -0.52756 -0.91808 4.31030
C -1.80220 -0.30089 4.61580
H 1.72752 0.33716 6.42367
H 0.41042 1.27524 5.70173
H 0.04817 -0.02593 6.85748
H -0.49996 -1.58122 3.54947
H -2.53241 -1.06470 4.88932
H -2.17645 0.22984 3.73926
H -1.70450 0.40049 5.43816
*
```

## Properties
- E_HOMO (eV) = -4.7921

These are the Mulliken partial charges, in e, on atoms 1 to 8:
1 C -0.291
2 C -0.526
3 C -0.091
4 Al -0.362
5 C -0.519
6 O -0.361
7 C -0.415
8 C -0.443

=====

Entry 3:
DFT (wB97M-V/def2-TZVPD) results for a 4-piece molecular cluster, C19H34ClN2O11P overall in a non-equilibrium geometry.

```
! wB97M-V def2-TZVPD RIJCOSX def2/J DEFGRID3
* xyz 0 1
C 3.08218 3.17430 3.06700
C 1.71497 2.62017 2.27873
C 1.38037 1.15822 2.94081
C 0.76442 0.04719 1.90598
C -0.00445 0.74094 0.59240
N -0.46363 1.49654 -0.37457
C 1.82653 -1.10152 1.40449
C 2.49937 -1.84821 2.74203
N 3.13547 -2.40645 3.75066
C 3.08367 -0.49135 0.55522
C 2.94490 -0.55091 -1.07143
C 2.87464 0.92708 -1.81272
O 1.81551 -1.33315 -1.58985
P -0.66849 -0.83873 2.88440
O -2.02405 0.30530 2.86971
Cl -1.40451 -2.52299 1.81458
H 3.98760 2.60644 2.55838
H 3.02515 2.98366 4.24009
H 3.19941 4.30534 2.78571
H 0.83057 3.34447 2.55264
H 1.99864 2.60202 1.14351
H 0.53653 1.35251 3.76237
H 2.33121 0.81992 3.53267
H 1.21005 -1.93868 0.86861
H 4.13063 -0.94258 0.90970
H 3.15109 0.66528 0.84372
H 3.94418 -1.06007 -1.48067
H 3.59423 1.63057 -1.21592
H 1.75187 1.25977 -1.82214
H 3.28010 0.75669 -2.90946
H 2.03211 -1.46653 -2.57918
H -2.48756 0.18204 1.97588
C -4.69347 3.23349 8.62587
O -4.99715 2.60814 7.38053
C -4.04300 2.76664 6.42882
O -2.99408 3.37799 6.55975
O -4.45801 2.12730 5.30618
C -3.54636 2.21030 4.21258
H -5.52378 3.04256 9.31135
H -3.78346 2.80693 9.06014
H -4.59311 4.31637 8.49986
H -2.59050 1.74294 4.47039
H -3.40021 3.25227 3.91002
H -3.97939 1.66504 3.36941
C -1.84944 -1.88938 -1.25941
O -2.32898 -1.70205 -2.58949
C -3.61013 -1.26115 -2.66421
O -4.34387 -1.02559 -1.71698
O -3.93358 -1.12787 -3.97529
C -5.26325 -0.66761 -4.20783
H -0.81638 -2.24284 -1.31919
H -1.85819 -0.94292 -0.70914
H -2.44302 -2.64732 -0.73810
H -5.40853 0.32761 -3.77540
H -5.99334 -1.37675 -3.80449
H -5.41264 -0.59797 -5.28885
C 4.68156 -1.70109 -7.80855
O 3.92114 -2.01227 -6.64274
C 2.89724 -2.87628 -6.85815
O 2.59759 -3.38043 -7.92920
O 2.26439 -3.08213 -5.67559
C 1.15680 -3.97743 -5.75080
H 5.47243 -1.00326 -7.51996
H 5.14994 -2.60294 -8.21589
H 4.05241 -1.21601 -8.56184
H 1.48421 -4.97023 -6.07592
H 0.38667 -3.58332 -6.42173
H 0.72678 -4.06798 -4.74947
*
```

## Properties
- E_HOMO (eV) = -9.8193
- structure (SMILES) = CCC[C@@](C#N)([C@H](C#N)C[C@H](C)O)P(O)Cl.COC(=O)OC.COC(=O)OC.COC(=O)OC

These are the Mulliken partial charges, in e, on atoms 1 to 8:
1 C -1.024
2 C -0.270
3 C -0.889
4 C 1.401
5 C -0.289
6 N -0.697
7 C -0.022
8 C -0.120